[1]
DFT (ωB97M-V with the def2-TZVPD basis set) results for a molecular structure, C46H52AsIrN5O2P in a non-equilibrium geometry.

## Properties
Maximum force ... 1.21 eV Å⁻¹
Energy relative to the best compared isomer or geometry (same formula, charge and spin) ... 12.5 kcal/mol
Multiplicity ... 2
Orbital gap (spin up / spin down) ... 7.377 / 5.459 eV
LUMO (spin up / spin down) ... -8.21 / -10.12 eV
Net charge ... +3
HOMO (spin up / spin down) ... -15.582 / -15.582 eV

The geometry in XYZ format:
```
108
Properties=species:S:1:pos:R:3:forces:R:3
Ir 0.655137 -0.217022 0.104602 -0.4 -0.1 -0.2
As 3.191958 2.407925 -0.855158 -0.5 -0.1 0.3
P -1.253472 0.782592 -0.444772 0.0 0.2 0.0
O 1.893920 1.334705 -0.663207 0.5 0.4 0.0
O -0.225701 1.499536 4.039929 0.0 0.0 0.1
N -4.670158 -6.087840 7.234691 0.1 0.1 -0.1
N 0.408122 0.486214 2.160521 1.1 0.3 0.4
N 2.302822 0.388001 -4.312814 -0.2 -0.4 -0.2
N 0.042106 -1.927270 0.974720 -0.3 -0.3 0.3
N -0.856229 -3.397403 2.320364 0.0 0.0 0.3
C 4.858644 1.598225 -0.405899 0.1 0.0 0.0
C -0.070375 4.182253 -2.334412 0.0 0.0 0.0
C -0.593431 -3.265253 -2.717500 -0.1 -0.1 -0.1
C 2.763569 0.067172 3.040562 0.1 0.0 0.0
C 1.118573 1.197085 -4.467412 -0.1 0.1 0.0
C -1.976126 3.172465 2.909903 0.0 0.0 0.0
C 1.212234 -2.269430 -3.864776 0.1 0.1 -0.1
C -4.038887 -5.626013 6.393936 0.0 0.0 0.0
C -3.634002 -0.495845 0.094539 0.1 -0.1 0.0
C 1.355748 -1.313167 -2.849343 -0.1 -0.2 -0.1
C 3.085551 0.098039 -5.496237 0.1 0.2 0.2
C 0.250023 -3.252843 -3.815599 0.0 0.0 0.0
C -1.745814 3.207028 -3.748847 0.0 0.0 0.0
C -3.566775 3.641260 1.187774 0.0 0.0 0.0
C -3.001124 2.652495 0.402348 0.0 0.0 0.1
C 2.506212 -0.349868 -3.077698 0.1 -0.1 -0.1
C 0.529513 -1.306670 -1.709631 0.3 0.0 0.2
C 3.311816 2.917000 -2.693025 0.0 0.1 -0.1
C -4.762214 -1.243175 -0.208215 0.0 0.0 0.0
C 2.956050 4.054310 0.092390 0.0 0.0 0.0
C 0.191393 -4.029126 1.686828 -0.1 -0.1 0.0
C -3.973477 -1.512615 -2.466869 0.0 0.0 0.0
C -3.246196 -5.047190 5.340392 0.0 0.0 0.1
C -1.845666 2.122230 -2.884640 0.1 0.0 0.0
C 0.735417 -3.123475 0.837004 0.0 0.2 0.2
C 1.266767 -0.124984 3.235193 -0.3 -0.2 -0.1
C -0.162109 3.099728 -1.477741 -0.1 0.1 0.0
C -1.698635 -3.954601 3.349423 0.2 0.0 -0.2
C -1.907158 1.904067 0.847118 -0.2 0.1 -0.2
C -2.717039 -3.768878 5.499923 0.0 0.0 0.0
C 0.750841 0.541892 4.511895 -0.1 0.1 0.0
C -4.936241 -1.742473 -1.490541 0.0 0.0 0.0
C -2.665370 -0.247295 -0.883249 -0.1 0.0 0.1
C -0.346571 1.362196 2.729709 0.0 -0.3 -0.2
C -1.038070 2.045467 -1.749372 -0.1 -0.1 -0.2
C -0.447900 -2.327122 -1.713982 0.2 0.1 -0.1
C -3.039070 3.918127 2.439565 0.0 0.0 0.0
C -1.409543 2.164545 2.122906 0.1 0.0 0.0
C -2.228722 -5.220812 3.168018 -0.1 0.0 0.0
C -0.857264 4.235442 -3.480459 0.0 0.0 0.0
C -3.004939 -5.769997 4.174575 0.0 0.0 0.0
C -1.930193 -3.220926 4.501607 -0.1 0.0 0.0
C -2.839534 -0.780461 -2.165108 0.0 0.1 0.0
C 3.086895 1.531759 2.799593 0.1 0.1 0.0
C 3.323938 -0.856794 1.966097 0.0 0.0 -0.1
C -0.905578 -2.135829 1.880853 -0.1 0.0 -0.4
H 4.405853 -0.753169 1.878285 0.0 0.0 0.0
H 4.162765 1.706080 2.808313 0.0 0.0 0.0
H 1.306673 1.984052 -5.196944 0.0 0.0 0.0
H 3.458819 -0.870333 -3.168949 0.0 0.0 0.0
H 0.824085 1.610195 -3.503454 0.0 -0.1 0.0
H 3.054877 3.913356 1.163278 0.0 0.0 0.1
H 2.920798 -0.629310 0.961737 0.0 0.1 -0.1
H 4.022874 3.740661 -2.768570 0.0 0.0 0.0
H -2.573216 1.358211 -3.102056 -0.1 0.0 0.0
H 2.527201 0.343953 -2.241436 -0.1 0.1 0.0
H 3.671847 2.087346 -3.294918 0.1 0.1 0.0
H -3.426256 2.462216 -0.574301 0.0 0.0 0.0
H 2.671490 1.834071 1.841189 0.0 0.1 -0.1
H 0.417970 3.082140 -0.567919 -0.1 0.0 0.0
H -1.491298 -2.238747 4.630634 0.0 0.0 0.0
H -3.432326 -6.756318 4.057339 0.0 0.0 0.0
H -0.802957 5.092620 -4.139394 0.0 0.0 0.0
H -3.520759 -0.099973 1.096732 0.0 0.1 0.0
H -4.107847 -1.908957 -3.464912 0.0 0.0 0.0
H 3.217358 -0.227734 3.991907 0.0 -0.1 0.0
H 2.511317 -0.559563 -6.160643 0.0 0.0 0.0
H -1.662937 -1.428815 2.176672 0.1 0.0 0.0
H 4.018324 -0.388444 -5.224055 0.0 0.0 0.0
H -3.459800 4.704281 3.051712 0.0 0.0 0.0
H 1.976857 4.463558 -0.146062 0.0 0.0 0.0
H 1.517061 1.084801 5.060153 0.0 0.0 0.0
H -2.057251 -5.767829 2.249683 0.0 0.0 0.0
H 2.658754 2.184622 3.564037 0.0 0.0 0.0
H 2.334168 3.251866 -3.034361 0.1 0.0 0.0
H 3.107915 -1.905218 2.175829 0.0 0.0 0.0
H -2.089289 -0.632445 -2.929633 0.0 0.0 0.0
H 4.877325 0.588891 -0.813141 0.0 0.0 0.0
H -2.911173 -3.219387 6.410674 0.0 0.0 0.0
H -1.582501 3.360671 3.897895 0.0 0.0 0.0
H 0.591437 5.008549 -2.101551 0.0 0.0 0.0
H 1.897634 -2.251390 -4.704376 0.0 0.0 0.0
H 3.724172 4.747332 -0.254028 0.0 0.0 0.0
H 1.062661 -1.197997 3.249844 0.0 0.0 0.0
H 5.658700 2.188199 -0.854758 0.0 0.0 0.0
H 3.278778 1.024297 -6.039794 0.0 0.0 0.0
H -1.373624 -4.012090 -2.635985 0.0 0.0 0.0
H -5.511216 -1.420895 0.551938 0.0 0.0 0.0
H 4.989487 1.570625 0.669277 0.0 0.0 0.1
H 0.164339 -3.990066 -4.602482 0.0 0.0 0.0
H 0.240942 -0.135940 5.192251 0.0 0.0 0.0
H -1.145715 -2.404425 -0.896346 0.0 0.0 0.0
H 0.299067 0.569876 -4.841924 0.1 0.0 0.0
H -5.824117 -2.312248 -1.732128 0.0 0.0 0.0
H 1.556951 -3.246359 0.153497 0.0 0.0 0.0
H -4.418075 4.196557 0.816444 0.0 0.0 0.0
H -2.387128 3.256233 -4.619396 0.0 0.0 0.0
H 0.445324 -5.054984 1.893718 0.0 0.0 0.0
```
Positions in Å, forces in eV/Å.

Löwdin population analysis, charges in e, atoms 1 to 99: 1.128, 1.063, 1.016, -0.675, 0.047, 0.205, 0.012, -0.102, -0.153, 0.015, -0.160, -0.072, -0.051, -0.361, 0.003, 0.022, -0.039, -0.156, -0.085, -0.219, 0.018, -0.038, -0.044, -0.012, -0.064, -0.117, -0.221, -0.162, -0.040, -0.153, 0.015, -0.036, -0.199, -0.076, -0.092, -0.253, -0.133, -0.185, -0.265, 0.006, -0.032, -0.029, -0.344, -0.313, -0.330, -0.176, -0.013, -0.120, 0.011, -0.041, 0.014, 0.000, -0.123, -0.053, -0.047, -0.121, 0.096, 0.095, 0.122, 0.144, 0.073, 0.043, 0.040, 0.071, 0.095, 0.059, 0.036, 0.121, 0.029, 0.070, 0.109, 0.138, 0.124, 0.106, 0.124, 0.159, 0.129, 0.147, 0.114, 0.129, 0.036, 0.138, 0.128, 0.096, 0.028, 0.086, 0.105, 0.053, 0.134, 0.132, 0.115, 0.111, 0.068, 0.131, 0.066, 0.121, 0.124, 0.121, 0.030

[2]
DFT (ωB97M-V with the def2-TZVPD basis set) results for a molecular structure, C46H52N7O2P2Rb.

## Properties
Maximum force ... 0.95 eV Å⁻¹
Energy relative to the best compared isomer or geometry (same formula, charge and spin) ... 22.4 kcal/mol
Orbital gap ... 5.380 eV
LUMO ... 3.55 eV
Net charge ... -2
HOMO ... -1.832 eV

The geometry in XYZ format:
```
110
Properties=species:S:1:pos:R:3:forces:R:3
Rb -0.284430 0.127285 0.405262 -0.2 -0.2 -0.4
P 2.725188 -0.621211 2.347320 0.0 0.1 0.1
P 0.322322 -2.986952 1.935113 0.0 0.0 0.0
O 0.733015 2.799294 4.285320 0.0 -0.1 0.1
O 3.889187 2.419275 -1.599383 -0.1 0.0 -0.1
N 0.359840 -4.401287 -5.435213 0.0 -0.1 0.1
N -3.800462 1.290965 -1.561160 -0.7 -0.6 0.0
N 1.977746 1.103293 -1.683587 -0.1 -0.1 0.1
N 1.562555 2.230262 0.998811 -0.1 0.5 0.0
N -0.738946 1.650056 2.875132 0.3 -0.2 0.1
N -2.620242 1.622763 -1.589416 0.6 0.7 0.0
N 0.242305 -2.331584 -1.790397 0.0 -0.1 0.2
C 0.310525 2.390456 3.180400 -0.1 0.1 -0.1
C 2.155166 2.839037 -0.042950 0.0 -0.2 0.1
C -0.553765 -2.000791 -2.807411 0.0 0.2 0.1
C -0.550747 -2.651688 -4.027706 0.0 0.0 0.0
C -0.915549 4.894502 -1.873744 0.0 -0.1 0.0
C 2.569863 -0.784223 -5.395738 0.0 0.0 0.1
C 3.369978 -0.510987 4.078881 0.1 0.0 0.0
C 1.926630 0.444687 -5.308193 0.0 0.0 0.0
C -3.534167 -0.131482 5.469968 0.1 0.0 0.0
C -3.398841 1.992722 2.326072 0.0 0.0 0.0
C -4.060705 -0.096928 -1.210254 0.0 0.5 -0.1
C -1.200007 3.565178 -1.581576 0.2 0.1 0.1
C 2.018977 -3.297481 2.652418 0.1 0.1 0.0
C -2.431567 3.028144 -1.912635 0.0 -0.6 0.1
C 0.317832 -3.718257 -4.217397 0.0 0.0 -0.1
C 0.245749 -0.015343 5.189104 -0.1 0.0 -0.1
C 2.966885 -0.709358 -3.007416 0.0 0.0 -0.1
C 1.019050 4.385529 1.894802 0.1 0.0 -0.1
C -2.972498 1.221603 3.545949 -0.1 0.0 0.0
C 4.137489 0.222289 1.534458 0.0 0.0 0.0
C 3.109770 -2.407549 2.023584 -0.1 -0.1 0.1
C -3.171797 -0.835788 -0.427601 0.2 -0.3 0.1
C 1.006820 2.993799 1.953377 0.1 -0.1 0.0
C -0.027738 -4.602735 1.089905 0.0 0.0 0.0
C -3.647891 -2.142099 -0.165793 0.0 0.1 -0.1
C 1.619752 5.003876 0.814190 0.0 0.0 0.0
C 1.062906 2.416713 -3.996064 0.0 0.0 -0.1
C 3.091162 -1.347340 -4.238086 0.0 0.1 0.0
C -3.916751 0.628922 4.371868 0.0 0.0 0.0
C -1.592703 1.079492 3.821711 0.1 0.2 -0.1
C 1.046529 -3.375811 -1.970711 -0.1 0.1 -0.1
C -1.860542 5.680085 -2.514701 -0.1 0.0 0.0
C 1.782558 1.100063 -4.090157 -0.1 0.0 -0.1
C -4.886573 -2.624177 -0.578368 0.0 0.1 -0.1
C 3.569196 -1.296737 -1.767660 0.0 -0.1 0.0
C 1.120206 -4.102254 -3.145497 0.0 0.0 0.0
C 2.283793 0.514051 -2.915289 0.0 0.0 0.2
C -1.200556 0.285046 4.919931 -0.1 0.0 0.0
C -5.723548 -1.820651 -1.356556 0.0 0.0 0.1
C 2.768405 2.035319 -1.191543 0.0 0.1 -0.1
C 2.210389 4.221951 -0.165984 0.1 0.0 0.1
C -0.690982 -3.238461 3.452089 0.0 0.0 0.0
C -5.303639 -0.540685 -1.672593 -0.1 -0.1 -0.1
C -3.094548 5.132218 -2.857473 0.0 -0.1 0.0
C -2.181472 -0.302064 5.721191 0.0 0.1 0.0
C -3.381817 3.809629 -2.555215 -0.1 0.1 -0.1
H 0.722640 -0.399363 4.283293 0.0 0.0 0.0
H 2.722731 4.645439 -1.019934 0.0 0.0 0.0
H 1.235637 -4.861047 -5.625043 0.0 0.0 0.0
H 3.606794 -2.302284 -4.281920 0.0 0.0 0.0
H 1.952276 -3.085303 3.723966 0.0 0.0 0.0
H -0.457436 2.936248 -1.101142 0.0 0.0 0.0
H 4.102692 -2.656594 2.415756 0.0 -0.1 0.0
H 2.860375 -1.215673 4.739149 0.0 0.0 0.0
H -0.583311 -4.425423 0.168694 0.0 0.0 0.0
H 1.693154 -3.634786 -1.136709 0.0 0.0 0.0
H -4.334920 3.364094 -2.807563 0.0 0.0 0.0
H -6.686022 -2.183109 -1.700677 0.0 0.0 0.0
H 1.522733 0.910068 -6.202878 0.0 0.0 0.0
H 3.171228 0.493006 4.462022 0.0 0.0 0.0
H -5.921603 0.104975 -2.294055 0.0 0.0 0.1
H 2.834335 -1.308886 -0.959749 0.0 0.0 0.0
H 2.668967 -1.289561 -6.350166 0.0 0.0 0.0
H 1.815747 -4.929507 -3.239356 0.0 0.0 0.0
H -1.745798 -3.282185 3.174373 0.0 0.0 0.0
H -0.412385 -4.161021 3.970320 0.0 0.0 0.0
H 0.867314 2.823921 -4.991145 0.0 0.0 0.0
H 4.411679 -0.690870 -1.427432 0.0 0.0 0.0
H -5.221030 -3.617558 -0.285574 0.1 0.0 -0.1
H -1.636387 6.712551 -2.755210 0.0 0.0 0.0
H -3.127128 1.449591 1.415563 0.0 0.0 0.0
H -1.861405 -0.919328 6.555658 0.0 0.0 0.0
H -4.481736 2.137209 2.320323 0.0 0.0 0.0
H -0.572486 -2.389583 4.126910 0.0 0.0 0.0
H 0.343820 -0.763738 5.981560 0.0 0.0 0.0
H -4.277729 -0.604332 6.100922 0.0 0.0 0.0
H 0.563497 4.942800 2.701709 0.0 0.0 0.0
H -4.968533 0.753695 4.134931 0.0 0.0 0.0
H -1.220057 -1.159238 -2.632746 0.0 -0.1 0.0
H -1.202393 -2.314171 -4.825688 0.0 0.0 0.0
H 0.902917 -5.113291 0.830643 0.0 0.0 0.0
H 0.050480 5.300062 -1.602312 0.0 0.0 0.0
H 0.041222 -3.858438 -6.221584 0.0 0.0 0.0
H 0.795634 0.887262 5.453599 0.0 0.1 0.0
H 3.924288 -2.315027 -1.947639 0.0 0.0 0.0
H 4.209542 1.226531 1.955740 0.0 0.0 0.0
H -3.015809 -2.830917 0.399898 0.0 0.0 0.1
H 1.629092 6.086506 0.734803 0.0 0.0 0.0
H 0.109321 2.303173 -3.473053 0.1 0.0 0.0
H 1.645861 3.145417 -3.428199 0.0 0.0 0.0
H -0.616901 -5.259671 1.734462 0.1 0.0 0.0
H 3.138945 -2.556089 0.939694 0.0 0.0 0.0
H 2.261984 -4.359523 2.560505 0.1 0.0 0.0
H 5.078414 -0.309904 1.709906 0.0 0.0 0.0
H -3.836155 5.739327 -3.363888 0.0 0.0 0.0
H 3.972384 0.341378 0.466836 0.0 0.0 0.0
H 4.447646 -0.705419 4.103723 0.0 0.0 0.0
H -2.903431 2.964008 2.275313 0.0 0.0 0.0
```
Positions in Å, forces in eV/Å.

Löwdin population analysis, charges in e, atoms 1 to 99: 0.479, 0.854, 0.840, -0.042, -0.041, 0.093, 0.046, 0.099, 0.077, 0.048, 0.055, 0.069, -0.532, -0.213, -0.117, -0.014, -0.075, -0.128, -0.297, -0.077, -0.127, -0.048, -0.338, -0.031, -0.441, -0.236, -0.338, -0.076, -0.213, -0.022, -0.206, -0.282, -0.444, -0.146, -0.200, -0.299, -0.183, -0.081, -0.032, -0.085, -0.077, -0.197, -0.184, -0.108, -0.202, -0.143, -0.057, -0.034, -0.212, -0.210, -0.150, -0.560, -0.046, -0.290, -0.092, -0.107, -0.092, -0.045, 0.027, 0.109, 0.077, 0.095, 0.056, 0.093, 0.071, 0.021, 0.013, 0.093, 0.094, 0.075, 0.093, 0.038, 0.085, 0.050, 0.079, 0.103, 0.040, 0.037, 0.071, 0.080, 0.077, 0.089, 0.049, 0.092, 0.070, 0.011, 0.074, 0.079, 0.110, 0.096, 0.101, 0.110, 0.024, 0.088, 0.080, 0.064, 0.072, 0.044, 0.055